This record from the OMol25 dataset describes a structure of composition C38H32F3GeN2O7S2Ta at a distorted geometry. The level of theory is ωB97M-V/def2-TZVPD.

Atoms and positions in Å:
Ta 0.8493 0.3461 -0.0022
Ge -3.5473 0.4741 -0.6263
S 3.0803 1.7221 -1.2155
S 1.4039 0.3822 2.6940
F 2.1242 -1.8453 3.7722
F 3.5390 -0.2120 4.0210
F 3.3535 -1.2164 2.1013
O 3.5401 1.9789 -2.5297
O 1.7443 2.2614 -0.7917
O 2.0111 1.2347 1.6184
O -0.4125 1.9055 0.6118
O -0.4459 1.0426 -1.3556
O 0.7979 0.9638 3.8168
O 0.5324 -0.5182 1.7914
N 1.2829 -1.7925 -0.3551
N 2.5765 0.1809 -1.0060
C 3.2387 -1.0067 -1.3865
C -3.0387 -0.6094 -2.1666
C -2.1582 0.0920 3.3420
C 4.8429 -2.5042 -2.3270
C -1.9111 -1.4302 -2.1643
C -3.3931 -1.2397 -4.4789
C 0.5369 -2.8039 0.0879
C 0.8963 -4.1403 -0.0965
C -5.4575 0.4464 -0.3361
C 6.1093 1.6756 1.3874
C 4.4127 -1.1802 -2.0589
C 2.8832 -3.4066 -1.2393
C 5.2040 1.2625 0.4249
C -2.2593 -2.0361 -4.4559
C -2.6841 -0.2084 0.9902
C -3.2005 2.3941 -1.0317
C -2.4765 0.6196 2.1002
C -7.3745 -0.2685 0.9529
C -6.0044 -0.2680 0.7293
C 5.0959 3.8526 1.4370
C -1.5148 -2.1378 -3.2878
C 6.0705 2.9686 1.9069
C -2.0473 -1.2837 3.5043
C -7.6858 1.1635 -0.9506
C 2.0578 -4.4461 -0.7640
C -0.8394 2.0295 -0.5802
C 7.0541 3.4147 2.9476
C -2.2744 -2.1276 2.4275
C 4.1113 -3.5885 -1.9267
C -6.3164 1.1647 -1.1710
C 2.7182 -0.8211 3.2019
C 4.2433 2.1660 -0.0101
C 4.1714 3.4651 0.4877
C -8.2148 0.4470 0.1138
C 2.4579 -2.0979 -0.9971
C -1.7791 3.0542 -1.0307
C -2.5931 -1.5940 1.1825
C -3.7800 -0.5361 -3.3439
H 4.4555 -4.5930 -2.1335
H -1.7244 3.8866 -0.3336
H -7.7849 -0.8254 1.7847
H -1.8191 -1.6968 4.4786
H -3.6084 2.4708 -2.0392
H -1.9622 -2.5821 -5.3412
H 2.3509 -5.4772 -0.9196
H -2.8416 -2.2680 0.3696
H -0.3750 -2.5473 0.6104
H 4.9996 -0.3381 -2.4026
H -5.3640 -0.8319 1.3985
H 3.4143 4.1562 0.1425
H -4.6835 0.0623 -3.3821
H -1.5134 3.3841 -2.0334
H -3.9826 -1.1683 -5.3832
H 5.0628 4.8630 1.8245
H -9.2821 0.4502 0.2902
H 6.5360 3.7893 3.8310
H 7.6675 4.2312 2.5641
H 6.8685 0.9854 1.7320
H 7.7142 2.6051 3.2501
H 5.2582 0.2578 0.0282
H -1.3399 -1.5379 -1.2511
H 5.7723 -2.6469 -2.8601
H -2.0188 0.7496 4.1901
H -2.2383 -3.2019 2.5652
H -3.8408 2.9685 -0.3657
H -8.3390 1.7228 -1.6070
H -0.6384 -2.7758 -3.2578
H -2.5913 1.6932 2.0046
H 0.2466 -4.9127 0.2881
H -5.9298 1.7380 -2.0071

E_LUMO in eV: -7.438
E_HOMO in eV: -13.112
Net charge: +2



This record from the OMol25 dataset describes a structure of composition C38H32N11O2ReS. The level of theory is ωB97M-V/def2-TZVPD.

Atoms and positions in Å:
Re -0.4602 0.0587 -1.4099
S -2.6699 -2.0654 -2.6566
O 1.7680 -2.1198 3.9339
O -2.2228 -0.6598 -2.1106
N 3.7675 0.6540 -1.5069
N -0.3647 -3.9373 0.0441
N 1.6253 0.2298 -1.0797
N 3.6310 0.1409 -0.2659
N 2.1259 -1.3526 5.9679
N 0.6247 -4.0494 -0.8692
N 1.0744 -2.2887 6.0181
N -0.1223 -1.9509 -0.7871
N -7.9592 3.8557 -0.3479
N 0.5424 3.1310 -1.5659
N 1.7643 4.8726 -1.1250
C 3.4645 -0.4343 4.0718
C 4.5872 0.1782 2.0269
C -1.9924 -5.2406 3.0599
C -0.0780 -3.6191 4.2489
C -5.1573 2.4470 -1.8786
C -6.8753 3.5093 -0.4974
C -0.3025 2.0186 -1.3963
C 2.4865 -1.2919 4.7413
C -0.8061 -2.6974 0.0995
C 2.3611 -0.1191 -0.0109
C 4.8487 -0.0860 0.5725
C 5.1396 1.2808 2.6693
C 1.7722 4.7410 -2.5140
C -1.1298 -4.1191 5.0129
C 2.3800 5.4957 -3.5120
C -3.8669 1.9805 -2.0481
C 0.7563 -2.8488 -1.3510
C 0.7629 3.2023 -4.1060
C -4.3465 -2.1495 -2.0776
C -0.9350 -4.7506 2.3044
C 4.0279 0.6627 4.7175
C -2.9313 2.1566 -1.0276
C -3.2911 2.7867 0.1638
C 2.1617 5.0724 -4.8057
C -4.5913 3.2241 0.3422
C 3.7825 -0.6948 2.7449
C -1.5579 1.7202 -1.2165
C 1.3675 3.9480 -5.0974
C 1.0270 3.9116 -0.5962
C -2.0752 -4.9359 4.4156
C 2.5536 0.7037 -1.9719
C -0.7879 -5.1147 0.8503
C -5.5234 3.0551 -0.6786
C 0.0278 -3.9565 2.9075
C 0.9921 3.6284 -2.8031
C 0.9073 -2.6984 4.8166
C 4.8776 1.5036 4.0169
C -2.9319 -1.7719 -4.3888
H 2.3092 1.0734 -2.9545
H 1.9908 -0.5091 0.9225
H -3.3617 -2.6840 -4.8066
H 5.5897 0.5895 0.1534
H 0.8384 3.7761 0.4567
H 2.9836 6.3650 -3.2915
H 0.1374 2.3500 -4.3340
H -0.0099 -5.8551 0.6700
H -1.5687 -2.3494 0.7781
H 3.4096 -1.6014 2.2819
H -3.6072 -0.9284 -4.5207
H -3.5754 1.5185 -2.9811
H 5.7936 1.9543 2.1289
H 3.7959 0.8473 5.7581
H -4.8210 -3.0013 -2.5673
H -2.5669 2.9226 0.9566
H -1.7190 -5.4875 0.4255
H -4.8543 -1.2186 -2.3265
H 0.8771 -3.5974 2.3391
H -5.8882 2.3473 -2.6694
H -1.2000 -3.8605 6.0610
H 2.6070 5.6233 -5.6225
H 1.4770 -2.5950 -2.1121
H -4.8871 3.7027 1.2654
H -2.8912 -5.3307 5.0049
H 2.2245 5.5965 -0.5890
H -2.7450 -5.8733 2.6052
H -1.9620 -1.5880 -4.8467
H 5.3323 2.3456 4.5203
H -4.3276 -2.3080 -1.0014
H 5.1684 -1.1107 0.3831
H 1.2219 3.6688 -6.1317

Multiplicity: 2
E_LUMO (spin up / spin down) in eV: -9.724 / -9.363
E_HOMO (spin up / spin down) in eV: -14.993 / -14.993
⟨S²⟩: 0.76
Net charge: +3



This record from the OMol25 dataset describes a structure of composition C38H32N11O2ReS at a distorted geometry. The level of theory is ωB97M-V/def2-TZVPD.

Atoms and positions in Å:
Re -0.4624 1.5076 -1.1481
S -0.5423 2.6241 -4.4058
O -0.0100 2.3119 -2.9715
O 3.8580 -1.5978 2.9872
N 3.5303 0.3620 -1.6470
N 5.0004 -3.4427 3.3279
N -0.4221 1.1589 3.0755
N -5.7581 -6.6833 -2.9674
N -2.5549 5.1134 -0.9115
N -0.6227 1.1217 0.9241
N -1.8869 3.0187 -0.9616
N 1.3847 0.5145 -1.4025
N 3.0053 -0.4850 -2.5621
N 4.1001 -3.2782 4.3804
N -1.4140 0.2714 2.8275
C -4.1280 -2.4519 -1.3824
C 1.7759 -0.4168 4.3896
C 5.5181 -0.7615 -0.7162
C 4.9992 -1.0415 0.5384
C -4.3745 -4.5427 -2.5281
C 6.9596 -2.6696 -0.5266
C 6.4342 -2.9577 0.7228
C 4.8225 -2.4445 2.5452
C -4.8967 4.7337 0.0087
C 1.8549 -2.1753 6.0273
C 6.4967 -1.5808 -1.2572
C -5.3136 2.3625 0.3592
C 2.3542 -1.5811 4.8717
C 2.5800 0.9507 -0.9565
C -2.3216 2.5575 -4.2917
C -2.4259 -3.2133 -2.9579
C -3.1600 -4.3504 -3.1941
C -4.0575 2.0057 -0.0827
C 0.1700 -0.4592 6.1734
C 0.0511 1.6562 1.9573
C -1.4927 -0.0734 -1.5383
C 0.6784 0.1385 5.0312
C -5.7243 3.7079 0.4106
C -2.9009 -2.2497 -2.0485
C 5.0001 0.4446 -1.4587
C 0.0425 1.3824 4.4682
C 3.4600 -2.1948 4.1380
C 0.7721 -1.6064 6.6769
C 1.7226 -0.3713 -2.3999
C -4.8573 -3.5913 -1.6215
C -0.2508 1.1335 -5.3237
C -5.1415 -5.7328 -2.7750
C -3.2094 3.0401 -0.4696
C 5.4404 -2.1426 1.2548
C -2.1531 -1.0951 -1.7793
C -1.5612 4.2959 -1.2159
C -3.6308 4.3624 -0.4317
C -1.5166 0.2652 1.5335
H 0.3848 -2.0641 7.5777
H 2.7602 1.6503 -0.1552
H 0.8263 0.9790 -5.3740
H -6.7183 3.9420 0.7678
H 6.9089 -1.3713 -2.2380
H -4.4975 -1.7084 -0.6876
H 5.4413 0.5336 -2.4470
H 6.7817 -3.8121 1.2904
H -0.8289 1.6749 5.0476
H 7.7338 -3.3013 -0.9414
H -2.5818 1.7762 -3.5754
H -0.6400 1.3013 -6.3300
H -6.0093 1.5930 0.6684
H -0.7631 0.3018 -4.8396
H 0.7381 2.2202 4.4275
H 4.2421 -0.4003 0.9794
H 5.1823 1.3649 -0.9049
H -2.6886 3.5303 -3.9716
H -0.6898 -0.0332 6.6785
H 0.8316 2.4007 1.9109
H -2.5300 6.1190 -1.0142
H -2.8065 -5.1005 -3.8881
H 2.3176 -3.0810 6.3990
H -3.7485 0.9710 -0.1493
H -5.7984 -3.7626 -1.1173
H 0.9984 -0.9381 -2.9625
H 2.1902 0.0492 3.5003
H -0.6203 4.6357 -1.6229
H -5.2200 5.7669 0.0258
H -2.2162 -0.3501 0.9963
H -1.4833 -3.0610 -3.4667
H -2.7181 2.3239 -5.2803

Multiplicity: 4
E_LUMO (spin up / spin down) in eV: -9.324 / -10.589
E_HOMO (spin up / spin down) in eV: -14.475 / -14.474
⟨S²⟩: 3.83
Net charge: +3



Table of energy relative to the best compared isomer or geometry (same formula, charge and spin) (kcal/mol), in record order: 13.9, 15.1, 12.9